Entry 1:
Computed, not measured: C48H42BN12PdS3 as an isolated structure, with wB97M-V/def2-TZVPD.

Values from the calculation:
2S+1 ... 2
Charge ... +2
Energy ... -3857.98994 Eh
Largest force on an atom ... 0.03939 hartree/bohr

Structure (XYZ):
```
107
Properties=species:S:1:pos:R:3:mulliken_charge:R:1
Pd 0.144 -0.596 -0.237 -1.006
C 3.411 -3.402 0.907 -1.623
C 2.207 -2.786 1.236 -0.189
N 2.023 -1.710 0.475 -0.255
N 3.085 -1.611 -0.342 0.622
C 3.935 -2.618 -0.102 0.087
B 3.244 -0.444 -1.345 0.501
N 2.889 0.857 -0.586 0.706
C 3.608 1.867 -0.065 0.012
C 2.744 2.773 0.515 -1.392
C 1.476 2.229 0.320 -0.310
N 1.590 1.092 -0.349 -0.292
N 2.187 -0.588 -2.461 0.713
C 2.279 -0.155 -3.727 0.068
C 1.084 -0.424 -4.363 -1.474
C 0.295 -1.027 -3.388 -0.202
N 0.980 -1.130 -2.250 -0.194
N 4.599 -0.518 -2.006 0.415
C 5.694 0.273 -2.078 -0.155
C 6.615 -0.337 -2.898 -0.814
C 5.993 -1.527 -3.303 -0.400
N 4.804 -1.614 -2.758 -1.048
H 3.841 -4.281 1.340 0.470
H 1.494 -3.064 1.992 0.621
H 4.839 -2.732 -0.665 0.557
H 4.676 1.908 -0.105 0.499
H 2.996 3.691 1.002 0.467
H 0.508 2.606 0.603 0.542
H 3.166 0.316 -4.099 0.481
H 0.820 -0.206 -5.376 0.481
H -0.710 -1.400 -3.463 0.595
H 5.768 1.213 -1.575 0.327
H 7.593 0.010 -3.160 0.451
H 6.365 -2.299 -3.945 0.482
N -0.939 -0.340 1.584 -0.459
S -1.697 -1.478 2.139 2.037
N -3.343 -1.366 2.024 -0.328
S -4.146 -1.734 0.737 1.399
N -3.518 -1.454 -0.655 -0.129
S -3.013 0.009 -1.260 1.872
N -1.563 0.280 -1.250 -0.370
C -4.012 1.218 -0.370 0.230
C -3.473 1.748 0.787 -0.206
C -4.237 2.634 1.530 -0.844
C -5.509 2.983 1.103 -0.670
C -6.030 2.444 -0.063 -0.810
C -5.280 1.549 -0.810 -0.309
C -3.623 -0.001 -2.957 0.008
C -3.362 1.158 -3.672 -0.638
C -3.702 1.218 -5.011 -0.853
C -4.291 0.119 -5.618 -0.483
C -4.544 -1.035 -4.894 -0.836
C -4.204 -1.105 -3.551 -0.010
C -4.514 -3.492 0.688 0.609
C -4.146 -4.257 -0.402 -0.089
C -4.469 -5.603 -0.420 -0.912
C -5.156 -6.166 0.644 -0.682
C -5.524 -5.386 1.732 -0.775
C -5.204 -4.040 1.759 -1.104
C -5.749 -0.967 0.956 0.603
C -6.015 -0.215 2.085 -0.151
C -7.274 0.342 2.232 -0.785
C -8.243 0.137 1.262 -0.723
C -7.962 -0.626 0.137 -0.719
C -6.707 -1.185 -0.022 -1.003
C -1.419 -1.609 3.906 0.264
C -2.354 -2.149 4.770 -0.424
C -2.028 -2.274 6.110 -0.875
C -0.790 -1.852 6.570 -0.576
C 0.126 -1.284 5.696 -0.847
C -0.185 -1.162 4.354 -0.416
C -1.416 -3.149 1.445 0.848
C -0.915 -3.263 0.161 1.324
C -0.733 -4.519 -0.397 -1.033
C -1.100 -5.644 0.326 -0.981
C -1.620 -5.519 1.605 -0.767
C -1.768 -4.266 2.179 -0.654
H -2.474 1.460 1.084 0.093
H -3.836 3.052 2.438 0.513
H -6.096 3.683 1.678 0.479
H -7.020 2.717 -0.390 0.501
H -5.677 1.124 -1.718 0.571
H -2.890 1.990 -3.175 0.602
H -3.510 2.118 -5.572 0.467
H -4.545 0.162 -6.667 0.442
H -5.005 -1.884 -5.378 0.485
H -4.376 -1.998 -2.970 0.289
H -3.615 -3.786 -1.213 0.549
H -4.195 -6.207 -1.271 0.558
H -5.422 -7.211 0.619 0.466
H -6.074 -5.825 2.550 0.489
H -5.490 -3.413 2.591 0.405
H -5.237 -0.079 2.819 0.533
H -7.498 0.925 3.111 0.547
H -9.226 0.562 1.389 0.459
H -8.724 -0.793 -0.609 0.503
H -6.467 -1.785 -0.887 0.408
H -3.318 -2.448 4.389 0.370
H -2.739 -2.706 6.795 0.469
H -0.541 -1.957 7.615 0.434
H 1.082 -0.942 6.060 0.460
H 0.502 -0.718 3.648 0.524
H -0.668 -2.342 -0.412 -0.177
H -0.305 -4.618 -1.383 0.574
H -0.977 -6.623 -0.110 0.469
H -1.898 -6.400 2.164 0.511
H -2.139 -4.165 3.186 0.536
```

***

Entry 2:
Computed, not measured: C6H10O as an isolated structure, with wB97M-V/def2-TZVPD.

Values from the calculation:
2S+1 ... 1
Charge ... 0
Energy ... -309.78364 Eh
Largest force on an atom ... 0.00739 hartree/bohr

Structure (XYZ):
```
17
Properties=species:S:1:pos:R:3:mulliken_charge:R:1
C -1.092 0.807 -1.431 -1.338
C -0.846 0.395 0.010 0.175
C -0.719 -1.082 0.488 -1.000
C 0.472 -0.650 1.400 0.130
O 1.746 -1.103 0.945 -0.484
C 1.695 -0.119 -0.105 -0.579
C 0.548 0.655 0.591 -0.223
H -1.085 1.903 -1.490 0.343
H -2.053 0.456 -1.819 0.356
H -0.302 0.443 -2.099 0.288
H -1.584 0.881 0.658 0.359
H -1.589 -1.529 0.973 0.331
H -0.389 -1.764 -0.303 0.277
H 0.354 -0.716 2.486 0.403
H 1.382 -0.588 -1.045 0.209
H 2.658 0.375 -0.259 0.321
H 0.802 1.636 0.998 0.432
```

***

Entry 3:
Computed, not measured: C39H38N7O8PSY as an isolated structure, with wB97M-V/def2-TZVPD.

Values from the calculation:
2S+1 ... 1
Charge ... -1
Energy ... -3272.18890 Eh
Largest force on an atom ... 0.01028 hartree/bohr

Structure (XYZ):
```
95
Properties=species:S:1:pos:R:3:mulliken_charge:R:1
Y -0.109 -1.672 1.165 0.084
C -2.011 0.067 3.682 -1.217
O -0.712 0.004 3.079 0.692
C 0.322 0.488 3.845 0.591
C 0.145 1.052 5.101 -0.928
C 1.244 1.504 5.817 -0.737
C 2.518 1.391 5.284 -0.903
C 2.691 0.827 4.032 -0.574
C 1.604 0.374 3.295 0.222
N 1.707 -0.246 2.018 1.302
N 2.914 -0.434 1.672 -0.907
C 3.275 -0.966 0.484 -0.245
C 2.407 -1.184 -0.622 0.691
O 1.143 -1.027 -0.579 0.862
C 3.004 -1.562 -1.880 -0.965
C 4.329 -1.768 -2.003 -1.009
C 5.226 -1.607 -0.897 0.892
C 6.604 -1.841 -1.042 -0.927
C 7.460 -1.688 0.019 -0.544
C 6.942 -1.301 1.263 -0.748
C 5.597 -1.070 1.425 -0.441
C 4.704 -1.206 0.346 0.735
H -2.281 1.108 3.864 0.431
H -2.704 -0.374 2.979 0.286
H -2.020 -0.508 4.608 0.416
H -0.838 1.139 5.535 0.434
H 1.094 1.942 6.795 0.398
H 3.377 1.740 5.842 0.392
H 3.675 0.735 3.596 0.405
H 2.324 -1.694 -2.712 0.492
H 4.743 -2.075 -2.958 0.356
H 6.978 -2.150 -2.012 0.379
H 8.520 -1.872 -0.098 0.380
H 7.607 -1.191 2.110 0.394
H 5.206 -0.793 2.393 0.357
N -0.950 -3.174 -1.937 -0.524
N -0.834 -4.499 -1.473 -0.515
C -0.697 -4.714 -0.073 0.404
N -0.749 -6.079 0.214 -0.591
N 0.398 -3.925 0.376 -0.292
N 1.046 -4.223 1.485 1.254
O 1.080 -5.307 2.022 -0.706
O 1.669 -3.223 1.968 -0.742
H -0.049 -2.719 -1.873 0.407
H -1.653 -2.644 -1.422 0.149
H -1.604 -5.041 -1.840 0.335
H -1.623 -6.461 -0.128 0.303
H -0.686 -6.247 1.210 0.319
C -2.917 3.690 -3.197 -1.411
C -1.533 3.346 -3.682 1.045
C -1.065 3.950 -4.847 -0.819
C 0.189 3.668 -5.367 -0.685
C 1.011 2.760 -4.719 -0.667
C 0.563 2.159 -3.552 -1.164
C -0.697 2.433 -3.017 0.537
P -1.030 1.517 -1.450 1.199
C -1.806 2.784 -0.368 0.808
C -3.139 2.703 0.024 0.295
C -3.684 3.615 0.916 -0.905
C -2.889 4.628 1.431 -0.793
C -1.556 4.708 1.059 -0.837
C -0.993 3.794 0.172 0.161
C 0.465 3.903 -0.186 -1.449
C -2.408 0.403 -1.863 0.791
C -2.964 0.303 -3.139 -0.930
C -3.934 -0.643 -3.431 -0.987
C -4.359 -1.502 -2.420 -0.765
C -3.819 -1.417 -1.151 0.033
C -2.817 -0.478 -0.836 -0.331
C -2.197 -0.469 0.480 -1.874
H -3.491 4.161 -3.997 0.485
H -2.877 4.381 -2.353 0.228
H -3.452 2.804 -2.862 0.190
H -1.711 4.651 -5.365 0.391
H 0.518 4.153 -6.278 0.363
H 1.992 2.525 -5.110 0.437
H 1.205 1.462 -3.024 0.454
H -3.759 1.913 -0.384 0.335
H -4.724 3.534 1.205 0.457
H -3.302 5.348 2.127 0.375
H -0.929 5.491 1.470 0.372
H 0.950 4.679 0.405 0.476
H 0.601 4.141 -1.243 0.207
H 0.979 2.954 -0.006 0.147
H -2.621 0.967 -3.924 0.407
H -4.345 -0.714 -4.429 0.372
H -5.118 -2.247 -2.626 0.383
H -4.143 -2.097 -0.370 0.502
H -2.842 -0.953 1.216 0.548
H -1.907 0.526 0.830 0.840
O -2.244 -5.246 2.587 -0.700
S -2.343 -3.911 2.059 1.237
O -3.634 -3.282 2.126 -0.687
O -1.263 -3.023 2.604 -0.724
O -1.993 -3.955 0.506 -0.193
```

***

Question: What is the formula in the second record?
Answer: C6H10O